1.
91
Properties=species:S:1:pos:R:3 method="wB97M-V/def2-TZVPD" total_charge=+3 spin_multiplicity=6 s2=8.776 homo_lumo_gap_ha="0.2883 / 0.2387" relative_energy_kj_mol=19.2
H 0.79 -3.15 -6.31
H 1.72 -1.36 -4.95
H -1.96 0.18 4.77
S 0.19 -1.21 -0.65
N 1.70 3.60 -0.92
H 3.78 2.11 3.53
H 3.66 -4.58 -2.66
H 5.41 -4.72 -2.64
H 1.26 -4.90 -3.46
C 3.07 4.12 -0.63
C 1.66 1.90 3.82
H -5.69 1.46 1.47
P -3.62 1.68 2.73
H -2.71 -1.40 4.69
C 0.27 -2.92 -5.37
H -0.52 -2.21 -5.64
H 1.41 -5.43 -5.14
H -0.43 1.57 3.81
O -1.96 2.79 0.28
N 0.60 -1.80 -3.23
C 0.01 -1.53 3.21
C -3.21 4.52 -0.29
C 2.71 2.05 1.67
Os -1.59 1.11 1.20
N -5.05 6.23 0.29
C 0.70 -5.23 -4.34
C 3.14 -1.90 -0.58
C 1.28 -2.23 -4.46
H -0.38 -1.59 -3.29
C 1.42 2.16 -0.46
C 3.35 -3.35 -0.16
H 3.18 4.26 0.44
C 0.31 1.71 1.79
H -0.19 -2.36 3.90
H 2.53 -1.35 0.15
H 0.22 -6.17 -4.08
Cl -2.37 -1.52 -1.94
Ge -3.14 0.08 -0.66
C -2.56 -0.48 4.13
H -3.45 -2.18 1.75
H -2.32 -3.17 2.70
H 1.62 3.57 -1.94
H -3.76 2.91 4.80
H -1.91 -2.70 1.04
C -3.88 0.18 3.75
H -3.28 3.95 3.44
C -0.34 -4.19 -4.78
H 3.42 -3.38 0.93
N -1.99 4.50 -2.56
N -2.92 3.68 0.64
H 2.14 1.55 -0.99
C -2.40 -2.37 1.96
H 2.07 -2.93 -4.19
H 4.71 -3.14 -2.78
Cl -3.93 1.55 -1.98
C 2.81 2.03 3.06
C 1.47 1.98 1.03
H 1.72 1.91 4.90
C 0.67 4.55 -0.41
C 4.58 -4.12 -2.29
H 4.67 -5.01 -0.34
C -2.57 4.52 -1.58
H 5.47 -3.46 -0.44
C -3.13 2.97 3.91
H -1.00 -4.63 -5.53
H 3.01 -2.10 -2.68
C -4.24 5.47 0.02
H 0.93 5.55 -0.76
H -2.09 2.90 4.21
H 3.17 5.07 -1.14
H 0.59 -0.77 3.71
H 0.58 -1.92 2.36
H 3.81 3.42 -1.01
C -5.28 2.17 2.19
H -5.25 3.16 1.74
C 4.59 -4.01 -0.77
H 0.42 1.93 -0.84
N 2.48 -1.76 -1.89
H -4.45 0.45 4.64
H 0.68 4.52 0.67
C 1.18 -1.63 -2.06
H -0.29 4.25 -0.80
H -5.91 2.20 3.08
C 0.44 1.72 3.19
P -1.59 -0.91 2.64
H 3.61 2.14 1.09
H -0.99 -3.94 -3.93
Cl -4.92 -0.82 0.18
H 2.45 -3.92 -0.43
H -4.51 -0.51 3.17
H 4.10 -1.37 -0.65

2.
16
Properties=species:S:1:pos:R:3 method="wB97M-V/def2-TZVPD" smiles="CC(=S)OC[C@@H]1CS1" homo_lumo_gap_ha=0.3389 relative_energy_kj_mol=114.3
S -2.43 0.74 0.08
H -1.62 2.53 -1.34
H 1.11 1.02 -1.03
H -0.86 -0.44 -1.35
H 0.93 -2.56 1.79
C 0.35 1.11 -0.29
C -1.82 1.48 -1.47
H -2.40 1.21 -2.37
H 0.15 2.18 0.03
S 1.96 -1.34 -0.66
H 2.30 -1.47 2.50
H 0.58 -1.04 2.69
C 1.34 -0.76 0.77
C -0.94 0.51 -0.86
C 1.30 -1.52 2.08
O 0.74 0.42 0.88

3.
14
Properties=species:S:1:pos:R:3 method="wB97M-V/def2-TZVPD" smiles=C[NH+](C)C(Br)Br total_charge=+1 homo_lumo_gap_ha=0.4038 relative_energy_kj_mol=231.9
H 0.31 -0.74 1.96
H -1.32 -0.01 1.79
H 0.47 -0.16 -2.01
C -0.26 -0.11 1.34
H -2.04 0.23 -1.60
Br -3.09 -1.45 -0.08
N -0.37 -0.36 -0.04
C 0.58 0.29 -0.94
Br -2.33 1.90 0.11
H 0.65 1.43 -0.95
C -2.01 0.14 -0.58
H -0.51 -1.27 -0.34
H 1.66 -0.12 -0.59
H 0.19 0.96 1.35

4.
17
Properties=species:S:1:pos:R:3 method="wB97M-V/def2-TZVPD" homo_lumo_gap_ha="0.2548 / 0.2511" relative_energy_kj_mol=602.6
C 0.21 2.97 0.81
H -0.89 -2.68 1.51
O 0.12 -0.67 0.35
C -0.40 -1.79 -0.41
C 1.21 -0.09 0.47
I 3.04 -0.65 -0.67
C 0.21 2.23 -0.37
H 0.94 2.42 1.52
H 0.32 -2.33 -0.94
C 0.52 1.85 -1.53
H -2.18 -2.10 0.62
H -1.44 -3.57 0.06
H -0.78 3.01 1.36
H 0.64 3.97 0.41
H -1.04 -1.31 -1.15
N 0.82 1.33 -2.56
C -1.30 -2.58 0.51

5.
12
Properties=species:S:1:pos:R:3 method="wB97M-V/def2-TZVPD" homo_lumo_gap_ha="0.2927 / 0.3004" relative_energy_kj_mol=760.7
H -1.85 -0.31 2.38
H -2.08 -0.77 -0.67
C -1.98 -0.67 0.31
C 1.26 -0.15 -1.28
H 1.10 1.73 1.71
H 1.90 -1.02 -1.34
C -1.45 -0.40 1.44
O -0.26 0.31 1.88
H 0.65 -0.34 -3.10
C 0.72 0.80 1.10
N 0.78 0.36 -2.33
C 1.22 0.46 -0.08

6.
9
Properties=species:S:1:pos:R:3 method="wB97M-V/def2-TZVPD" homo_lumo_gap_ha=0.3423 relative_energy_kj_mol=126.3
S -2.15 -0.65 0.10
N -1.30 0.77 -0.15
C 0.91 -0.39 -0.07
H -3.35 -0.04 0.13
H 2.63 -0.80 0.36
C 0.00 0.82 -0.11
O 2.16 0.02 0.21
O 0.67 -1.56 -0.24
H 0.42 1.84 -0.23